Molecular formula: C48H116B4F16N6O4
Method: DFT, ωB97M-V/def2-TZVPD

```
194
Properties=species:S:1:pos:R:3:forces:R:3:lowdin_charge:R:1
C -3.791949 -6.035002 -7.029073 0.71 0.89 -0.26 -0.110
C -4.552684 -7.174748 -6.371972 0.98 0.54 0.84 -0.213
C -3.501305 -7.957872 -5.518724 -1.81 -1.39 -0.33 -0.040
N -4.131734 -9.086334 -4.544974 1.07 1.89 -2.59 -0.231
C -5.174116 -8.453850 -3.724933 -2.37 -1.90 -0.35 0.006
C -4.686637 -10.150233 -5.411604 -0.17 -1.57 1.67 -0.148
C -3.548057 -11.000194 -5.860698 1.19 -0.13 -0.01 -0.139
C -2.505304 -10.906512 -4.671566 -0.72 -0.85 -1.34 -0.114
C -2.948990 -9.733099 -3.828321 -0.19 0.86 0.00 -0.085
H -4.471318 -5.333729 -7.521508 -0.18 -0.19 0.11 0.080
H -3.093326 -6.338924 -7.843552 -0.11 0.09 0.93 0.090
H -3.331801 -5.445824 -6.196166 0.15 -0.40 -0.98 0.082
H -5.032723 -7.756314 -7.140064 -0.40 -0.47 0.01 0.101
H -5.262884 -6.594748 -5.746442 0.10 -1.06 -0.05 0.121
H -3.069576 -7.309385 -4.807340 0.73 0.88 0.61 0.089
H -2.740878 -8.494622 -6.124435 -0.52 0.46 0.31 0.143
H -4.900233 -7.611634 -3.195094 1.37 1.55 1.11 0.052
H -5.510232 -9.254709 -3.053262 -0.09 0.36 0.07 0.117
H -6.083384 -8.092934 -4.292275 1.24 -0.85 0.03 0.138
H -5.363676 -10.755276 -4.794602 0.19 0.12 0.18 0.148
H -5.287605 -9.815364 -6.187593 -0.93 1.27 -1.37 0.108
H -3.875915 -12.010316 -6.050195 -0.12 -0.38 0.24 0.113
H -3.128030 -10.705119 -6.830992 0.05 0.35 0.38 0.116
H -2.566828 -11.845123 -4.115031 0.43 0.19 -0.05 0.118
H -1.508210 -10.732228 -5.115739 -0.41 -0.34 0.61 0.123
H -3.258666 -9.890495 -2.801248 0.01 -0.46 0.03 0.138
H -2.112833 -9.049823 -3.825485 -0.22 0.69 0.34 0.125
C -2.507882 2.785636 7.954674 0.56 1.33 1.48 -0.093
C -1.542450 1.933373 7.192921 -0.90 -1.09 0.13 -0.261
C -0.239501 2.639703 7.068680 1.89 -1.82 -0.54 -0.086
N 0.705536 1.853305 6.057379 0.04 1.91 -0.41 -0.218
C 0.806108 0.415235 6.326580 0.57 -1.40 -0.12 -0.004
C 2.051695 2.547623 6.190084 -0.69 -0.11 -0.97 -0.136
C 1.869822 3.840545 5.460322 0.70 0.85 -0.72 -0.155
C 1.177923 3.358058 4.089778 1.40 0.06 1.92 -0.081
C 0.280990 2.195875 4.575399 0.01 0.01 -0.09 -0.060
H -3.338383 2.269758 8.387666 -0.51 -0.60 0.00 0.069
H -2.905948 3.645911 7.418046 0.16 -0.04 -0.26 0.081
H -1.949794 3.193819 8.837828 -0.54 -0.09 -0.51 0.095
H -1.927366 1.666071 6.233544 -0.38 -0.05 -0.80 0.081
H -1.458949 0.945939 7.730638 0.38 1.03 -0.41 0.141
H 0.241601 2.506630 8.057460 0.21 0.65 -0.56 0.143
H -0.164356 3.665184 6.670509 -0.79 -0.53 0.59 0.130
H 1.772502 -0.010797 5.897269 -1.41 0.74 0.31 0.122
H -0.068068 -0.125888 5.917620 0.52 0.42 0.12 0.107
H 0.819792 0.276499 7.410744 0.06 0.00 -0.08 0.104
H 2.788608 2.018386 5.624518 0.23 -0.92 -0.39 0.120
H 2.393499 2.569439 7.192977 -0.09 0.15 1.13 0.127
H 2.868278 4.247758 5.258837 -0.17 -0.07 -0.13 0.117
H 1.394105 4.655006 6.062641 -0.13 -0.78 -0.78 0.116
H 1.980031 3.114202 3.342653 -0.90 -0.16 0.82 0.136
H 0.636105 4.204186 3.736610 -0.72 0.31 -0.61 0.094
H 0.293494 1.274059 3.993163 0.61 0.15 0.16 0.121
H -0.771567 2.483519 4.534483 0.24 0.07 0.58 0.099
C -6.361568 3.122734 3.939550 0.34 1.92 1.64 -0.078
C -6.616474 2.560615 2.619371 -0.98 -0.69 -1.61 -0.161
N -5.832264 3.196789 1.418975 -0.96 -0.35 1.10 -0.238
C -6.404262 2.730746 0.134910 -0.36 -0.92 -0.53 0.017
C -5.943543 4.678263 1.544884 -0.16 0.06 -0.53 -0.157
C -7.373908 5.193974 1.480853 -0.98 0.30 0.20 -0.051
C -4.388024 2.740462 1.587029 -0.60 0.74 0.81 -0.082
C -3.306811 3.552988 0.862019 -0.64 -2.10 -0.05 -0.165
O -3.644093 3.670100 -0.507250 0.25 0.14 0.28 -0.201
C -2.528014 3.512308 -1.385350 0.35 0.13 1.14 -0.054
H -6.559340 2.438642 4.759828 -0.32 -0.39 -0.26 0.105
H -6.981936 4.022702 4.134430 0.64 -0.33 -0.01 0.096
H -5.299477 3.333402 4.067195 -0.05 0.36 0.21 0.080
H -7.702181 2.595812 2.411014 0.65 -0.03 -0.39 0.142
H -6.311478 1.539314 2.681956 0.22 -0.86 -0.65 0.122
H -7.439963 3.062663 -0.047050 0.64 0.14 0.35 0.105
H -6.438693 1.639957 0.168093 0.11 0.01 0.07 0.110
H -5.731011 3.002136 -0.678693 -0.17 0.22 0.20 0.106
H -5.266475 5.064023 0.790834 -0.30 0.35 -0.31 0.128
H -5.508359 4.916153 2.495686 0.20 0.26 0.50 0.121
H -7.998333 4.877315 2.342189 0.52 0.07 -0.43 0.085
H -7.971496 4.994204 0.587088 0.48 -0.53 -0.06 0.079
H -7.425317 6.279275 1.479660 0.55 0.21 0.34 0.088
H -4.349750 1.688615 1.391523 -0.14 -0.52 -0.75 0.119
H -4.295975 2.761944 2.676746 0.75 0.39 -0.52 0.089
H -2.422095 2.906784 1.014763 -0.15 0.73 -0.12 0.128
H -3.194929 4.495369 1.341848 0.39 1.02 0.24 0.120
H -1.714682 4.213409 -1.185972 -0.07 -0.02 0.32 0.088
H -2.906350 3.776419 -2.336284 -0.24 -0.27 -1.22 0.085
H -2.118371 2.493665 -1.293406 -0.15 0.27 -0.35 0.081
C 5.557246 -3.460138 5.490095 1.87 0.66 -0.66 -0.053
C 5.953302 -4.240059 4.214319 -0.25 1.84 0.04 -0.101
N 7.226456 -3.643948 3.558182 -0.18 0.64 -0.27 -0.249
C 8.152733 -3.038498 4.558709 -0.27 -0.38 -0.01 0.003
C 7.940091 -4.746101 2.877326 1.77 -0.29 -1.14 -0.161
C 9.251833 -4.288991 2.165814 -0.52 -0.44 -1.42 -0.046
C 6.811480 -2.486245 2.595105 0.83 1.05 2.39 -0.068
C 6.103061 -2.893554 1.389265 -0.60 0.58 -2.14 -0.202
O 6.871800 -3.527304 0.373106 0.02 -0.09 0.38 -0.191
C 7.691698 -2.676243 -0.381151 1.03 0.66 0.29 -0.118
H 5.506883 -2.390744 5.222670 -0.42 -0.53 0.46 0.062
H 6.341054 -3.576793 6.277377 -0.59 -0.07 -0.59 0.089
H 4.647481 -3.802369 5.916631 -0.93 -0.26 0.00 0.078
H 5.189990 -4.224769 3.408554 0.37 -0.01 0.84 0.128
H 6.202670 -5.225087 4.480591 0.31 -1.41 0.10 0.102
H 9.065254 -2.675506 4.086604 -0.26 -0.18 -0.05 0.104
H 8.362676 -3.807555 5.295835 0.24 0.08 0.12 0.118
H 7.620534 -2.224891 5.005573 -0.01 0.47 0.38 0.095
H 7.315321 -5.143604 2.096059 -0.50 -0.08 -0.14 0.122
H 8.142638 -5.567710 3.578653 -0.09 0.50 0.10 0.137
H 10.090276 -4.017802 2.777803 0.06 0.50 0.65 0.065
H 9.035779 -3.522441 1.377410 0.31 -0.61 1.21 0.049
H 9.698021 -5.110363 1.569137 -0.71 0.00 0.35 0.100
H 7.710439 -1.859897 2.395255 -0.34 -0.81 -0.05 0.152
H 6.194305 -1.802565 3.245145 0.33 -0.87 -0.79 0.124
H 5.610275 -2.007792 0.959468 0.31 0.13 0.23 0.138
H 5.261481 -3.524278 1.549760 -0.55 -0.78 0.47 0.124
H 8.594281 -2.280795 0.181606 -0.90 -0.33 -0.37 0.086
H 7.169463 -1.773545 -0.742350 -0.07 -0.47 -0.13 0.101
H 8.093360 -3.300584 -1.179901 -0.16 0.32 -0.18 0.100
C 6.319004 7.297892 -3.960148 1.46 0.13 0.21 -0.062
C 5.037121 7.997003 -3.645256 -1.23 -0.35 -0.52 -0.133
N 3.854908 7.062082 -3.196951 1.53 0.24 -0.91 -0.232
C 4.203733 6.281981 -1.979793 0.70 1.06 1.06 0.021
C 2.721608 7.978665 -2.903820 -1.77 -2.06 -1.05 -0.154
C 1.463470 7.266330 -2.393793 0.43 0.45 0.00 -0.035
C 3.575315 6.059778 -4.306160 -1.80 0.63 1.02 -0.087
C 2.862860 6.546935 -5.499849 -0.94 -0.45 -1.21 -0.251
O 3.509651 7.434653 -6.374861 -0.76 0.25 0.61 -0.180
C 2.641511 7.636945 -7.493233 -0.14 -0.73 -1.09 -0.089
H 6.913471 7.891843 -4.673966 -0.35 0.04 0.33 0.102
H 6.174912 6.367987 -4.473711 -0.06 -0.52 -0.17 0.066
H 6.989910 7.125287 -3.096553 -0.58 0.01 -0.28 0.096
H 4.659199 8.501015 -4.555023 0.05 -0.22 0.59 0.130
H 5.134495 8.704792 -2.837778 0.07 0.28 0.18 0.123
H 4.807938 6.829394 -1.219382 0.03 0.02 -1.12 0.136
H 4.647143 5.359189 -2.250570 0.62 -0.71 -0.24 0.102
H 3.329696 6.064842 -1.430465 -1.17 -0.57 0.16 0.063
H 2.368079 8.417788 -3.850129 0.93 0.54 0.50 0.139
H 3.108439 8.598212 -2.164425 0.42 1.75 0.93 0.112
H 0.746643 8.073594 -2.336186 -0.51 0.05 0.05 0.092
H 1.510430 6.779163 -1.420124 0.12 0.08 -0.26 0.071
H 1.137160 6.558374 -3.143481 -0.35 -0.28 0.06 0.078
H 2.847573 5.339257 -3.914815 0.61 -0.14 0.38 0.132
H 4.470224 5.595041 -4.551807 1.52 -0.94 -0.18 0.107
H 1.888089 6.925178 -5.185159 -0.15 0.37 -0.10 0.113
H 2.592808 5.639862 -6.085188 0.23 0.11 0.39 0.154
H 2.927269 6.876569 -8.276132 -0.60 0.53 0.69 0.106
H 2.914340 8.601517 -7.910143 -0.36 0.17 0.03 0.084
H 1.505937 7.546460 -7.275352 1.95 0.31 -0.09 0.123
C -2.474629 -0.430656 -3.396941 -0.27 0.36 1.73 -0.034
C -2.070707 -1.601963 -2.503191 0.00 -2.13 -1.49 -0.186
N -1.208564 -1.355006 -1.332156 -0.61 1.69 0.89 -0.279
C -0.792991 -2.622036 -0.665480 3.28 1.37 -2.30 0.039
C -0.052357 -0.513395 -1.834248 0.78 1.06 0.20 -0.146
C 1.089562 -0.328345 -0.819386 -1.12 -0.26 -1.16 -0.050
C -1.974307 -0.568931 -0.259229 -2.11 0.05 -1.46 -0.056
C -3.307034 -1.296025 0.164159 1.34 0.83 -1.58 -0.124
O -4.360657 -0.991057 -0.804434 1.44 0.21 1.03 -0.210
C -5.464618 -1.871354 -0.646348 0.59 0.25 1.57 -0.075
H -3.298288 -0.776484 -4.005347 -0.27 0.09 -0.04 0.092
H -1.753034 0.073870 -4.021709 0.62 -0.48 -0.15 0.078
H -2.793068 0.332437 -2.681961 -0.65 0.23 -0.49 0.064
H -1.485924 -2.322423 -3.104884 -0.30 0.09 0.19 0.142
H -2.941655 -2.166695 -2.126129 0.36 0.49 -0.47 0.113
H -0.323549 -2.325877 0.266010 -0.07 -0.42 0.16 0.116
H -0.016421 -2.983041 -1.395713 -0.55 -0.27 1.06 0.138
H -1.562072 -3.311363 -0.616611 -1.56 -1.23 0.21 0.065
H -0.491456 0.490270 -2.036875 0.30 -0.75 0.01 0.126
H 0.358657 -0.908913 -2.801704 -0.72 -0.04 0.92 0.154
H 1.556838 -1.270724 -0.651469 0.60 -0.61 0.36 0.067
H 0.713562 0.100264 0.084840 -0.01 0.24 0.67 0.072
H 1.775407 0.378160 -1.252123 0.32 0.14 -0.03 0.075
H -2.321687 0.366802 -0.708343 0.42 0.00 0.05 0.108
H -1.301889 -0.343461 0.534569 0.26 -0.06 0.69 0.105
H -3.535699 -0.926549 1.147627 -0.44 -0.01 0.51 0.109
H -3.017285 -2.343082 0.178683 -0.92 -0.39 0.21 0.109
H -6.295283 -1.475496 -1.203598 -0.19 -0.08 -0.41 0.088
H -5.723092 -1.890099 0.430656 -0.24 -0.04 -0.35 0.097
H -5.142401 -2.863858 -0.908386 -0.32 -0.57 -0.47 0.072
B 3.858578 -0.849073 3.476850 0.50 -0.28 0.43 -1.288
F 5.046105 -0.596217 4.214192 0.49 0.67 0.16 0.059
F 3.640174 -2.222744 3.692869 -0.97 -0.22 0.24 0.105
F 2.893413 0.054965 3.919723 -0.50 -0.31 0.27 0.121
F 4.058059 -0.695562 2.133350 0.28 0.43 -1.11 0.151
B -3.753513 -5.088187 -2.870986 0.17 -0.79 1.12 -1.353
F -2.962020 -6.256973 -2.847548 0.67 -0.41 -0.08 0.086
F -3.517660 -4.377189 -3.998100 0.99 1.34 -1.05 0.163
F -5.053767 -5.491256 -2.930715 -1.93 -0.51 0.27 0.141
F -3.527439 -4.393847 -1.652105 0.26 0.40 -0.28 0.088
B 1.329069 3.709797 -1.713869 0.03 -0.50 1.70 -1.217
F 0.201216 3.814572 -2.520225 0.16 -0.03 -0.33 0.116
F 2.528639 3.772472 -2.436815 -0.09 0.01 -0.35 0.105
F 1.327565 4.776421 -0.758696 0.01 -0.18 -0.28 0.055
F 1.293589 2.485701 -0.954026 -0.12 0.78 -0.77 0.062
B -2.651364 0.962025 3.466982 0.72 -0.11 -0.68 -1.150
F -2.114975 1.218326 2.142338 -0.23 -0.39 0.78 0.057
F -2.870444 2.271594 4.045803 0.08 -1.17 0.11 0.055
F -3.842917 0.229128 3.334284 0.33 0.58 0.23 0.119
F -1.674238 0.208217 4.171477 -0.93 0.55 -0.11 0.095
```
Forces are in eV/Å.

**Calculated total energy**: -4225.49090 hartree
**Charge**: +2
**Energy above the lowest of the compared OMol25 structures with the same formula, charge and spin**: 0.0 kJ/mol
**HOMO level**: -12.75 eV